Entry 1:
19
Properties=species:S:1:pos:R:3 method="wB97M-V/def2-TZVPD" s_squared=2.055 spin_multiplicity=3 de_lowest_kcal_mol=0.0 e_lumo_ev="0.939 / -2.914" homo_ev="-5.50 / -9.72"
C 2.970 -0.115 0.020
C 2.199 0.214 -1.079
C 2.268 -0.612 1.172
C 0.808 0.017 -1.133
C 0.930 -0.697 1.190
C 0.187 -0.396 0.093
C -1.475 -0.453 0.069
N -3.345 1.130 -0.130
N -1.963 0.867 0.358
F -1.808 -0.808 -1.187
F -2.036 -1.469 0.846
H 4.105 0.028 -0.145
H 2.552 0.708 -2.030
H 2.983 -0.929 2.006
H 0.264 0.490 -1.893
H 0.415 -1.269 2.028
H -3.789 0.473 -0.853
H -3.924 1.200 0.716
H -1.342 1.620 -0.047



Entry 2:
43
Properties=species:S:1:pos:R:3 method="wB97M-V/def2-TZVPD" spin_multiplicity=1 de_lowest_kcal_mol=27.4 e_lumo_ev=5.164 homo_ev=-2.53 total_charge=-2
C -1.362 1.281 1.691
N -1.518 -0.199 1.363
C -0.335 -0.885 0.788
C -0.485 -0.971 -0.782
C 0.048 0.291 -1.509
O -0.344 0.056 -2.904
C 1.151 -0.282 1.176
O 1.189 -0.617 2.484
H -1.969 1.535 2.566
H -0.381 1.740 1.780
H -1.615 1.866 0.772
H -1.988 -0.643 2.084
H -0.338 -1.978 1.042
H 0.165 -1.867 -0.964
H -1.608 -1.219 -1.131
H -0.526 1.183 -1.088
H 1.148 0.282 -1.774
H 1.093 0.778 0.932
H 1.872 -1.003 0.714
H -3.457 0.140 -3.439
H -2.717 1.361 -2.959
O -3.566 1.176 -3.201
H -2.674 1.636 -4.414
H -1.206 1.819 -4.845
O -2.080 2.303 -4.850
H -3.285 -1.505 -2.975
H -1.325 -0.365 -2.892
O -2.626 -1.195 -3.573
H 2.432 2.682 3.059
H 2.183 3.851 2.081
O 2.513 3.652 2.975
H 1.373 0.545 3.520
H 2.726 0.601 4.049
O 2.005 1.229 4.006
H 2.137 -3.169 3.452
H 1.811 -1.748 2.780
O 2.563 -2.620 2.872
H -0.217 -2.644 -3.614
H -1.670 -2.262 -3.838
O -0.949 -3.033 -4.109
H 3.698 0.142 2.695
H 3.824 -1.387 2.951
O 4.307 -0.555 3.029



Entry 3:
14
Properties=species:S:1:pos:R:3 method="wB97M-V/def2-TZVPD" spin_multiplicity=1 de_lowest_kcal_mol=156.7 e_lumo_ev=-0.390 homo_ev=-8.94
C -1.750 -0.679 -0.060
N -1.994 0.438 -1.029
C -0.776 0.366 -0.302
C 1.273 -0.822 1.314
C 1.719 -0.104 0.096
C 0.609 0.717 -0.509
O -0.222 1.340 0.517
H -2.256 -0.668 0.904
H -1.668 -1.660 -0.526
H -2.588 1.152 -0.610
H 2.184 -0.955 1.932
H 1.953 -0.983 -0.547
H 2.651 0.479 0.152
H 0.865 1.382 -1.332



Entry 4:
77
Properties=species:S:1:pos:R:3 method="wB97M-V/def2-TZVPD" spin_multiplicity=1 e_lumo_ev=2.011 homo_ev=-3.93 total_charge=-1
C 0.277 0.040 -0.306
O 0.733 1.285 -0.667
H 0.621 -0.716 -1.045
H 0.510 -0.266 0.737
H -0.817 -0.175 -0.398
C 1.406 1.651 -4.359
O 0.673 2.530 -3.931
N 1.886 0.673 -3.545
N 1.793 1.524 -5.658
H 1.561 0.693 -2.576
H 2.284 -0.163 -3.930
H 1.576 2.252 -6.314
H 2.292 0.751 -6.050
C -1.206 3.342 1.883
O -0.514 3.744 0.977
N -1.910 4.159 2.724
N -1.499 2.002 2.022
H -2.540 3.763 3.394
H -1.731 5.145 2.724
H -1.954 1.653 2.845
H -0.807 1.458 1.518
C -2.850 3.037 -1.737
O -1.809 3.592 -1.989
N -4.012 3.227 -2.451
N -3.022 2.051 -0.793
H -4.831 2.677 -2.275
H -4.068 3.863 -3.223
H -3.900 1.688 -0.481
H -2.217 1.816 -0.231
C 2.844 3.310 1.808
O 2.866 4.206 0.960
N 2.084 2.198 1.783
N 3.708 3.414 2.863
H 1.425 1.899 1.059
H 2.356 1.505 2.461
H 4.217 4.279 2.843
H 3.595 2.858 3.690
C 4.236 1.886 -1.627
O 3.787 3.009 -1.742
N 5.378 1.471 -2.274
N 3.660 0.913 -0.853
H 5.817 2.141 -2.879
H 5.894 0.700 -1.895
H 4.294 0.299 -0.377
H 2.731 1.128 -0.501
C -4.775 -2.430 -0.677
C -3.650 -1.396 -0.749
C -3.382 -0.895 -2.200
C -4.550 -0.340 -2.861
N -5.467 0.066 -3.423
H -4.805 -2.934 0.289
H -4.688 -3.232 -1.415
H -5.713 -1.916 -0.891
H -2.709 -1.823 -0.405
H -3.915 -0.562 -0.100
H -3.075 -1.793 -2.739
H -2.612 -0.125 -2.276
N 1.654 -3.848 2.043
C 2.376 -2.945 1.323
C 3.705 -3.183 1.563
C 3.796 -4.180 2.560
C 2.496 -4.599 2.818
H 0.642 -3.825 2.100
H 1.895 -2.271 0.631
H 4.565 -2.692 1.135
H 4.717 -4.615 2.914
H 2.044 -5.381 3.407
N -1.298 -4.356 3.442
C -1.409 -4.904 2.173
C -1.451 -3.822 1.313
C -1.306 -2.651 2.057
C -1.171 -3.011 3.384
H -1.217 -4.934 4.259
H -1.543 -5.961 2.026
H -1.638 -3.910 0.255
H -1.255 -1.667 1.617
H -1.078 -2.374 4.247



Please write out number 3 again, unchanged.
14
Properties=species:S:1:pos:R:3 method="wB97M-V/def2-TZVPD" spin_multiplicity=1 de_lowest_kcal_mol=156.7 e_lumo_ev=-0.390 homo_ev=-8.94
C -1.750 -0.679 -0.060
N -1.994 0.438 -1.029
C -0.776 0.366 -0.302
C 1.273 -0.822 1.314
C 1.719 -0.104 0.096
C 0.609 0.717 -0.509
O -0.222 1.340 0.517
H -2.256 -0.668 0.904
H -1.668 -1.660 -0.526
H -2.588 1.152 -0.610
H 2.184 -0.955 1.932
H 1.953 -0.983 -0.547
H 2.651 0.479 0.152
H 0.865 1.382 -1.332